Record 1
The following is a quantum chemistry calculation of C3H5NO2 as an isolated structure, from the OMol25 dataset.

* ΔE to the lowest compared entry with this formula, charge and spin: 83.74 kcal/mol
* DFT total energy: -322.44088 Ha

```
! RIJCOSX wB97M-V def2-TZVPD def2/J DEFGRID3
* xyz 0 1
O -0.03 -1.52 -0.90
C -0.34 -0.23 -0.81
C -1.29 0.48 0.28
O -0.11 1.25 0.79
C 0.64 0.41 0.11
N 1.70 -0.28 0.33
H 1.33 -1.21 -0.24
H -0.49 0.33 -1.75
H -2.07 1.17 -0.05
H -1.62 -0.19 1.08
H 2.28 -0.22 1.16
*
```

Record 2
The following is a quantum chemistry calculation of C3H5NO2 as an isolated structure in a non-equilibrium geometry, from the OMol25 dataset.

* ΔE to the lowest compared entry with this formula, charge and spin: 90.08 kcal/mol
* DFT total energy: -322.43078 Ha

```
! RIJCOSX wB97M-V def2-TZVPD def2/J DEFGRID3
* xyz 0 1
C -0.98 0.42 0.48
C -0.72 -0.70 -0.55
O -1.31 -1.71 -0.88
O 0.87 -1.16 0.14
C 1.45 -0.08 0.36
N 0.75 1.04 0.48
H -1.03 0.40 1.55
H -0.32 0.04 -1.28
H -1.83 0.97 0.01
H 2.54 -0.13 0.42
H 1.36 1.86 0.63
*
```

- The lowest DFT total energy belongs to which entry?
  number 1

- The highest DFT total energy belongs to which entry?
  number 2